Record 1
The following is a DFT calculation (ωB97M-V/def2-TZVPD) of a molecular structure, C19H29IN2O4PReS2.

The energy above the lowest of the compared OMol25 structures with the same formula, charge and spin comes out at 1.658 eV. As for the electronic energy: -2664.59319 Ha. As for the expectation value of S²: 0.83. The net charge is +3. The calculation puts the orbital gap (alpha / beta) at 5.416 / 5.877 eV. The HOMO energy (alpha / beta) is -0.644 / -0.643 hartree. The multiplicity is 2.

Element x y z (Å)
1 C -1.762 0.630 -4.809
2 I 2.142 0.427 -2.048
3 H -0.766 -0.662 -6.202
4 H 3.157 3.847 2.157
5 N -1.068 -2.143 2.546
6 H -0.962 3.025 -2.797
7 C 2.230 -4.580 -3.282
8 C -1.022 -0.488 -5.165
9 H -0.030 5.815 -1.925
10 H -2.496 0.727 2.587
11 H -0.053 -2.273 -4.505
12 C 3.334 -4.400 -2.460
13 C -0.287 3.718 -2.310
14 O 2.110 3.435 -0.513
15 C -1.245 -0.854 2.435
16 C 1.031 -3.941 -2.996
17 H 0.272 5.247 3.406
18 H -0.631 5.412 -3.537
19 H -1.822 -2.772 2.798
20 C 3.252 -3.570 -1.351
21 C 3.579 4.356 1.291
22 C -0.680 3.778 2.166
23 H 2.293 -5.236 -4.140
24 H 4.103 -3.460 -0.693
25 C -1.701 -0.057 -2.502
26 H 3.863 2.504 0.177
27 C -0.590 5.159 2.746
28 H 3.067 5.308 1.155
29 H 0.152 -4.162 -3.590
30 H 2.004 -2.282 -0.182
31 H 4.630 4.565 1.495
32 O 0.588 3.495 1.444
33 P 0.803 2.876 0.053
34 S 0.188 0.226 2.181
35 H -3.235 -0.803 2.868
36 C -0.619 -1.407 -4.202
37 O -0.320 -1.320 -0.320
38 H -0.756 3.021 2.944
39 C -0.694 5.152 -2.479
40 H 0.729 3.537 -2.655
41 H -0.519 5.911 1.961
42 C 3.511 3.524 0.040
43 S -0.568 -2.306 -1.565
44 N -2.413 -0.278 2.594
45 H 4.246 -4.947 -2.657
46 C -0.937 -1.165 -2.875
47 C -2.103 0.843 -3.480
48 H -1.503 3.685 1.461
49 O -0.351 3.369 -0.855
50 H 4.059 3.972 -0.778
51 H -2.099 1.319 -5.573
52 C 2.070 -2.896 -1.067
53 H -1.490 5.357 3.332
54 H -1.718 5.315 -2.143
55 H -0.147 -2.546 2.458
56 H -2.723 1.689 -3.207
57 C 0.984 -3.057 -1.920
58 H -2.022 0.086 -1.477
59 Re 0.632 0.417 -0.038

---

Record 2
The following is a DFT calculation (ωB97M-V/def2-TZVPD) of 2 unconnected molecules or ions with the total composition C19H29INO4.

As for the electronic energy: -1394.76447 Ha. The net charge is -1. The calculation puts the orbital gap at 4.074 eV. The HOMO energy is -0.103 hartree. The multiplicity is 1.

Element x y z (Å)
1 H -4.822 1.253 -0.411
2 C 2.231 2.234 2.918
3 C -0.782 2.086 0.492
4 H 0.269 4.381 0.062
5 H -0.757 -0.665 -1.684
6 O -1.443 2.890 -0.128
7 H -3.523 0.020 1.438
8 N 3.451 1.698 2.281
9 H 2.476 -0.285 0.068
10 C -0.589 -0.106 1.552
11 H -0.793 -2.474 -4.779
12 C -1.182 0.651 0.610
13 C 0.378 0.535 2.495
14 C 2.020 -1.232 -0.239
15 H 0.719 -2.496 -5.716
16 O 0.656 0.026 3.556
17 H -0.046 -3.482 1.267
18 H -2.348 -0.508 -2.376
19 O 0.449 -2.638 -2.364
20 H 2.121 1.843 3.930
21 H -1.879 -1.824 1.615
22 H 1.188 4.554 1.579
23 C 1.578 -2.106 0.949
24 H 3.903 1.047 2.912
25 H 2.058 -2.589 -3.672
26 O 2.604 2.846 -0.732
27 H 1.029 -1.155 -3.695
28 H -0.595 -1.801 2.808
29 H -3.521 -1.395 0.415
30 H 2.126 -3.051 0.931
31 C -0.829 -1.573 1.765
32 H -4.973 -0.319 -1.244
33 C 2.249 3.765 -0.096
34 C 0.244 -2.822 -4.779
35 H 4.123 2.443 2.138
36 H 2.289 3.324 3.005
37 H 1.848 -1.633 1.899
38 H 0.242 -3.916 -4.757
39 H 2.721 -1.767 -0.878
40 C -1.815 -0.748 -1.451
41 C 0.463 2.565 1.166
42 C -2.283 0.217 -0.336
43 C 1.013 1.841 2.131
44 H -2.593 1.131 -0.843
45 C 0.994 3.902 0.727
46 C 0.081 -2.460 0.890
47 H -2.036 -1.789 -1.223
48 C 0.983 -2.274 -3.537
49 H -5.702 -0.079 0.342
50 H -0.243 -2.476 -0.152
51 C -4.835 0.169 -0.277
52 C -3.547 -0.302 0.391
53 I 3.467 5.582 -0.081
54 H 1.164 -1.038 -0.880

---

Record 3
The following is a DFT calculation (ωB97M-V/def2-TZVPD) of a molecular structure, C19H29InN2O.

As for the electronic energy: -1115.62906 Ha. The net charge is +2. The calculation puts the orbital gap (alpha / beta) at 5.817 / 5.762 eV. The HOMO energy (alpha / beta) is -0.547 / -0.542 hartree. The multiplicity is 1.

Element x y z (Å)
1 H 0.313 4.618 -0.765
2 C 1.140 -1.656 1.803
3 C -1.862 -4.619 1.121
4 H -2.393 -6.550 1.417
5 H -2.815 2.000 -2.115
6 H 2.068 2.893 1.663
7 N 0.253 -1.541 0.803
8 C 3.670 0.694 -4.001
9 C -0.015 2.622 -0.093
10 C -1.052 1.393 1.553
11 O -2.790 -4.334 0.379
12 C -1.252 2.082 -0.630
13 H 1.052 3.386 -1.811
14 N -1.748 -5.846 1.746
15 C -0.751 -2.447 0.675
16 C -0.792 -3.615 1.456
17 H 0.130 -4.632 3.126
18 H 1.869 -2.825 3.453
19 C 1.317 -0.100 -3.314
20 H 1.499 1.622 2.766
21 C 0.101 2.164 1.241
22 H -2.151 3.624 -1.797
23 C -1.360 0.809 2.881
24 H 3.177 -0.801 -2.530
25 H 3.745 -0.017 -4.824
26 H 4.683 0.867 -3.626
27 C 2.763 0.150 -2.892
28 C -1.888 2.551 -1.893
29 H -1.221 2.450 -2.767
30 H -3.666 0.773 -0.639
31 H 0.654 -0.812 -2.555
32 In 0.288 0.129 -1.003
33 C -3.245 0.738 0.372
34 H 0.864 3.274 2.910
35 H -3.931 1.287 1.037
36 C -1.895 1.347 0.422
37 H 1.880 -0.856 1.902
38 H 0.766 0.793 -3.617
39 H 3.312 1.645 -4.402
40 C 0.830 3.642 -0.764
41 C 0.158 -3.752 2.482
42 H -1.948 1.509 3.502
43 H -0.875 -6.171 2.138
44 H 2.863 0.835 -2.034
45 C 1.120 -2.761 2.666
46 C 1.188 2.504 2.190
47 H -1.490 -2.225 -0.105
48 H -1.945 -0.118 2.783
49 H -0.441 0.572 3.435
50 H 1.785 3.778 -0.241
51 H -3.226 -0.310 0.699
52 H 1.265 -0.762 -4.200

---

Record 4
The following is a DFT calculation (ωB97M-V/def2-TZVPD) of a molecular structure, C19H29IrN9OS2.

The energy above the lowest of the compared OMol25 structures with the same formula, charge and spin comes out at 2.156 eV. As for the electronic energy: -2208.76049 Ha. As for the expectation value of S²: 0.76. The net charge is +4. The calculation puts the orbital gap (alpha / beta) at 6.500 / 4.609 eV. The HOMO energy (alpha / beta) is -0.693 / -0.693 hartree. The multiplicity is 2.

Element x y z (Å)
1 H -2.120 -0.323 1.635
2 C 4.027 0.528 -2.126
3 N 1.153 -0.646 -3.950
4 H -5.084 -1.772 -2.220
5 C -1.216 1.308 2.566
6 C -0.415 -0.962 2.552
7 H -1.800 2.067 2.060
8 H 2.974 -3.595 0.522
9 N -1.171 0.049 1.746
10 C 3.322 0.036 -3.165
11 S -2.197 1.977 -0.292
12 N -2.959 4.205 -1.435
13 H -0.423 -1.929 4.473
14 H -3.861 3.999 -1.029
15 N 0.269 -1.743 -0.181
16 Ir -0.504 0.266 -0.270
17 H -0.766 -4.762 -1.241
18 H -1.569 -0.104 5.620
19 H 1.518 -5.381 -0.472
20 H 0.934 3.158 -1.042
21 C 4.235 1.395 0.185
22 S -3.123 -3.107 -1.738
23 H 2.099 -1.304 0.697
24 C 1.165 -4.361 -0.390
25 C -3.432 -0.581 -1.402
26 H -0.647 4.434 -2.479
27 H 5.093 0.707 -2.180
28 H -0.188 1.670 2.636
29 H -1.835 2.043 4.489
30 H 3.811 -0.206 -4.097
31 C -4.077 -1.710 -1.835
32 H -0.428 -1.921 2.038
33 N 3.436 0.830 -0.923
34 C -1.025 -1.204 3.926
35 N 0.257 2.731 -1.670
36 C -1.845 1.105 3.935
37 C -1.955 3.367 -1.313
38 H 0.708 2.483 -2.542
39 H 3.798 1.090 1.130
40 C 2.107 0.634 -0.801
41 H -3.919 0.381 -1.427
42 H -0.161 0.399 4.959
43 H -2.042 -1.591 3.854
44 N -1.101 0.065 4.723
45 H 1.538 -0.896 -4.849
46 N 1.362 0.163 -1.806
47 C -0.101 -4.021 -0.815
48 C 1.920 -0.162 -2.990
49 H 4.252 2.481 0.117
50 C 1.983 -3.368 0.156
51 H -2.878 0.762 3.861
52 C -0.534 -2.699 -0.702
53 N -0.797 3.605 -1.914
54 C -2.108 -0.851 -0.976
55 C 1.506 -2.084 0.240
56 H 0.619 -0.616 2.619
57 H -2.885 5.071 -1.956
58 C -1.818 -2.198 -1.106
59 H 5.247 1.007 0.111
60 O 1.481 0.883 0.290
61 H 0.167 -0.799 -3.805

---

Record 5
The following is a DFT calculation (ωB97M-V/def2-TZVPD) of a molecular structure, C19H29N3ORbTa.

As for the electronic energy: -1061.47050 Ha. The net charge is +2. The calculation puts the orbital gap at 7.177 eV. The HOMO energy is -0.539 hartree. The multiplicity is 1.

Element x y z (Å)
1 H -4.422 -2.987 -0.218
2 H -2.279 -4.057 -0.561
3 H 0.262 0.608 -4.562
4 H -3.338 0.703 0.663
5 H -3.187 0.585 -1.110
6 H 1.001 0.147 4.778
7 C -1.751 -3.172 -0.170
8 N 0.685 0.499 -1.921
9 C -2.750 -1.847 -2.044
10 H -1.781 -1.774 -2.561
11 H -4.626 -1.232 -0.214
12 C -2.617 0.558 -0.166
13 H 1.729 1.228 6.901
14 C 1.849 3.211 6.044
15 H 1.901 5.061 4.913
16 H 2.160 3.683 6.979
17 H -0.745 -3.165 -0.617
18 H 1.182 3.999 2.784
19 H 0.409 2.331 -0.871
20 H -1.642 -3.309 0.920
21 C 0.609 1.397 2.435
22 C 1.325 0.583 -4.295
23 H -3.273 -2.754 -2.397
24 H -3.347 -0.965 -2.312
25 H 3.637 -0.430 -3.281
26 H -0.053 2.378 -2.594
27 C 1.168 -1.594 -3.092
28 H 3.170 -0.482 -1.558
29 H 1.867 0.023 -5.068
30 C 1.187 1.227 4.814
31 H 3.249 1.082 -2.407
32 C 1.700 3.991 4.884
33 C 1.297 3.396 3.688
34 C 1.531 -0.123 -2.956
35 Ta 0.057 -0.337 -0.281
36 Rb -1.936 -0.591 2.573
37 C 1.027 2.002 3.627
38 O 3.238 -3.039 0.748
39 C 2.988 0.022 -2.518
40 C -3.965 -2.044 0.115
41 C 2.243 -2.441 0.542
42 N 1.240 -1.790 0.271
43 C 1.599 1.833 5.997
44 H -1.920 1.411 -0.147
45 N -1.863 -0.717 -0.034
46 C -2.575 -1.944 -0.529
47 H 1.300 -2.154 -2.155
48 H -3.950 -2.079 1.216
49 H 1.840 -2.038 -3.840
50 C 0.678 1.973 -1.875
51 C 0.352 0.881 1.312
52 H 1.723 1.604 -4.279
53 H 1.679 2.363 -2.116
54 H 0.138 -1.713 -3.456

---

Record 6
The following is a DFT calculation (ωB97M-V/def2-TZVPD) of a molecular structure, C19H29N3Pt.

The energy above the lowest of the compared OMol25 structures with the same formula, charge and spin comes out at 0.000 eV. As for the electronic energy: -1024.14746 Ha. As for the expectation value of S²: 6.04. The net charge is +2. The calculation puts the orbital gap (alpha / beta) at 9.710 / 6.753 eV. The HOMO energy (alpha / beta) is -0.576 / -0.637 hartree. The multiplicity is 5.

Element x y z (Å)
1 H 3.919 -2.527 -0.190
2 H -0.285 -2.514 2.369
3 H -1.659 1.593 2.660
4 H 1.990 1.721 -3.175
5 H 3.785 -0.774 -0.193
6 C 0.481 2.507 -1.804
7 H 0.809 -2.814 -1.196
8 H 0.939 2.945 -3.862
9 H -1.661 2.375 -2.254
10 C -4.181 -0.963 -2.353
11 H 0.552 1.051 3.572
12 C -1.887 0.535 2.523
13 H 1.220 -0.583 3.548
14 C 1.217 0.137 -0.959
15 N -7.607 -1.725 -2.783
16 H 3.044 -3.070 1.812
17 H -1.682 -1.970 3.272
18 C 1.456 3.534 -1.196
19 H -1.742 -2.008 1.513
20 H -0.934 3.927 -2.618
21 H -2.423 0.207 3.412
22 C 3.253 -1.699 -0.425
23 C 1.101 -0.640 0.259
24 C 1.154 -3.037 -0.184
25 C -6.429 -1.586 -2.817
26 C -0.629 -0.333 2.359
27 H -2.576 0.431 1.678
28 H -1.271 3.514 -0.940
29 H 0.300 -3.308 0.433
30 C 0.079 0.024 1.072
31 H 1.836 -0.136 -1.798
32 C 0.300 -0.011 3.554
33 C 2.416 -2.180 1.850
34 H 3.060 -1.746 -1.496
35 C -0.263 1.242 0.370
36 C -0.924 3.113 -1.893
37 H 0.323 1.311 -3.627
38 C 0.456 1.324 -0.873
39 H 1.501 4.409 -1.845
40 C -1.095 -1.796 2.370
41 H -0.239 -0.242 4.473
42 N -3.175 -0.554 -1.949
43 H 1.603 -2.396 2.529
44 H -0.772 2.074 0.831
45 H 1.129 3.864 -0.208
46 H 2.464 3.125 -1.114
47 H 3.021 -1.372 2.264
48 H 1.824 -3.896 -0.246
49 N -5.182 -1.481 -2.938
50 C 0.962 2.086 -3.193
51 C 1.971 -1.855 0.421
52 Pt -1.550 0.164 -1.017

---

Record 7
The following is a DFT calculation (ωB97M-V/def2-TZVPD) of C19H29N5O3S in the gas phase.

The energy above the lowest of the compared OMol25 structures with the same formula, charge and spin comes out at 0.096 eV. As for the electronic energy: -1639.16152 Ha. The SMILES is CCCNC(=O)Cn1cnc2sc(C(=O)NCCN(CC)CC)c(C)c2c1=O. The net charge is 0. The calculation puts the orbital gap at 8.581 eV. The HOMO energy is -0.317 hartree. The multiplicity is 1.

Element x y z (Å)
1 C 0.005 0.484 5.706
2 C -0.272 2.585 -5.233
3 H -0.837 -1.027 7.711
4 H -0.022 4.237 -6.601
5 C -0.365 -1.052 -0.544
6 H -1.923 -3.191 4.952
7 H 0.446 2.966 -4.502
8 C 1.061 0.713 0.074
9 H -0.295 1.105 -6.815
10 O -0.440 -1.160 -6.038
11 H 1.225 2.022 -6.687
12 O 1.280 2.172 2.654
13 C -1.533 -1.010 6.853
14 C -2.663 -0.023 7.130
15 H -0.006 0.892 6.720
16 C 0.300 0.572 1.206
17 N 0.975 0.468 -5.334
18 N -0.537 1.057 3.387
19 C -0.389 -2.160 -2.480
20 H -3.216 -0.332 8.014
21 H -1.549 3.373 -6.783
22 C 0.413 1.335 2.468
23 H -1.805 -2.125 3.554
24 N -0.911 -2.013 -1.313
25 H -1.084 2.101 -4.686
26 C -0.215 -1.845 4.989
27 C -0.483 1.570 4.733
28 H -1.312 4.467 -5.419
29 H -0.713 -3.503 3.712
30 C 0.462 -0.769 -5.331
31 H 0.932 -2.735 -4.577
32 C 1.148 -1.701 -4.307
33 H 0.206 2.417 4.734
34 H 1.661 0.707 -4.625
35 H -1.483 1.903 5.019
36 H 2.350 2.245 0.786
37 H -1.962 -2.008 6.756
38 H 1.045 0.239 5.460
39 C 0.682 -0.222 -0.934
40 H 3.049 1.195 -0.475
41 H -1.161 0.275 3.256
42 H 0.507 -1.479 4.256
43 N -0.846 -0.693 5.614
44 C 1.235 -0.383 -2.251
45 H -3.343 0.004 6.283
46 H 0.336 -2.456 5.725
47 C 0.419 1.547 -6.118
48 H -0.803 -2.921 -3.126
49 H 2.227 -1.524 -4.306
50 N 0.643 -1.438 -2.973
51 C 2.150 1.704 -0.132
52 O 2.121 0.280 -2.765
53 S -0.896 -0.707 1.053
54 C -0.824 3.738 -6.061
55 C -1.231 -2.720 4.260
56 H 1.859 2.404 -0.914
57 H -2.278 0.979 7.299

---

Record 8
The following is a DFT calculation (ωB97M-V/def2-TZVPD) of a molecular structure, C19H30BrN4O7P2PtS2.

The energy above the lowest of the compared OMol25 structures with the same formula, charge and spin comes out at 0.000 eV. As for the electronic energy: -5659.33597 Ha. As for the expectation value of S²: 6.02. The net charge is +3. The calculation puts the orbital gap (alpha / beta) at 7.088 / 4.127 eV. The HOMO energy (alpha / beta) is -0.592 / -0.592 hartree. The multiplicity is 5.

Element x y z (Å)
1 H 2.573 -1.896 2.280
2 H -3.320 -3.535 -0.951
3 H 5.481 -0.977 -2.316
4 H -4.082 -0.459 -2.526
5 H 2.773 -4.882 -0.382
6 H -3.653 2.518 0.730
7 O -1.174 -1.870 3.175
8 H 2.913 1.564 3.084
9 C 1.734 2.557 -1.191
10 O 0.630 -2.527 -1.018
11 C 2.829 1.628 -1.494
12 H 1.931 0.413 4.067
13 H -3.965 1.875 -2.903
14 S 0.601 1.805 2.683
15 H 2.215 -4.197 2.658
16 C 1.215 -3.772 2.767
17 O 0.298 -4.905 -0.024
18 Pt 0.708 -0.157 -0.401
19 C 4.029 2.064 -2.026
20 N 0.627 2.100 -0.745
21 C -2.967 4.233 -0.356
22 C -3.515 -2.598 -1.457
23 C -0.747 1.358 3.738
24 C -3.130 1.283 -3.269
25 S -0.503 -0.102 -2.457
26 N 2.585 0.318 -1.268
27 H -1.652 1.798 3.326
28 O -1.619 -3.184 0.994
29 C 5.009 1.123 -2.332
30 H -1.391 -2.333 -1.259
31 O 1.862 -1.680 1.664
32 H 1.892 3.610 -1.409
33 H -1.525 1.292 0.487
34 H 4.194 3.119 -2.200
35 Br -4.597 5.144 -0.206
36 H -4.191 -2.009 -0.836
37 O 2.578 -3.951 -0.195
38 H 5.954 1.437 -2.753
39 C -2.141 -0.724 -2.180
40 C 0.933 -2.785 1.646
41 C -1.904 4.818 -1.045
42 C 3.523 -0.581 -1.553
43 H 0.500 -4.595 2.761
44 C -1.623 2.287 0.069
45 C -2.823 2.968 0.201
46 C -0.555 2.876 -0.609
47 N -3.171 -0.024 -2.608
48 H -3.961 -2.792 -2.433
49 H -0.639 -4.783 0.229
50 N -2.240 -1.896 -1.614
51 H 1.138 -3.269 3.732
52 P -0.796 -2.139 1.651
53 H -1.788 -2.511 3.562
54 C 4.751 -0.213 -2.091
55 H 0.086 4.612 -1.745
56 H -0.828 0.264 3.730
57 H -2.209 1.803 -3.008
58 H -0.556 1.714 4.752
59 O -0.756 -0.734 1.036
60 C 2.016 1.431 3.683
61 H 3.277 -1.616 -1.353
62 C -0.705 4.143 -1.176
63 P 1.075 -3.546 -0.015
64 H -3.203 1.166 -4.348
65 H 2.026 2.125 4.531
66 H -2.025 5.797 -1.487